Entry 1:
Formula: C26H36BCl2F6MoN3O6S2
Source: OMol25
Level of theory: ωB97M-V/def2-TZVPD

Atoms and positions in Å:
1 Mo -1.20785 -0.31398 -0.57660
2 N -1.40377 0.40950 1.55056
3 C -2.09471 -0.33066 2.62906
4 C -1.70505 -1.80052 2.69417
5 C -2.22244 -2.61597 1.51422
6 N -1.42007 -2.37364 0.29179
7 H -0.48789 0.73774 1.85273
8 H -1.93014 1.27729 1.38595
9 H -3.15990 -0.26490 2.42840
10 H -1.89928 0.15981 3.58417
11 H -2.13273 -2.21740 3.60742
12 H -0.61608 -1.90576 2.76082
13 H -3.25262 -2.33170 1.29267
14 H -2.19812 -3.68131 1.75214
15 H -1.80996 -2.91712 -0.47509
16 H -0.47729 -2.73240 0.42881
17 F -4.10539 3.01031 3.17135
18 C -4.48115 3.89066 2.23743
19 F -3.92027 5.06368 2.51866
20 F -5.80269 4.02071 2.28268
21 S -3.91003 3.33159 0.56633
22 O -2.64086 2.69701 0.82752
23 O -3.93233 4.50515 -0.24332
24 N -5.05619 2.34654 0.13470
25 S -5.03645 0.80600 -0.00059
26 O -3.75025 0.17647 0.25472
27 O -5.75685 0.35954 -1.15146
28 C -6.04691 0.24331 1.43292
29 F -6.03239 -1.09404 1.48160
30 F -5.52614 0.70239 2.57639
31 F -7.29900 0.66139 1.33295
32 C -2.67090 -2.14685 -3.07522
33 C -0.12949 -0.88693 -2.61461
34 C 0.91046 -1.90009 -2.95619
35 C -2.72596 -0.94780 -2.11962
36 C -2.33750 0.28109 -2.81181
37 C -3.23386 1.31980 -3.16859
38 C -3.02862 2.68294 -3.16094
39 C -1.98100 3.49142 -2.63247
40 C -0.97365 3.01786 -1.82440
41 C -0.84447 1.62196 -1.77863
42 H -2.40902 -3.09246 -2.58562
43 H -1.96425 -1.98903 -3.88270
44 H -3.66174 -2.29323 -3.51558
45 H 0.50143 -2.87640 -2.69782
46 H 1.85819 -1.75284 -2.43682
47 H 1.14049 -1.89439 -4.02559
48 H -3.68893 -0.78870 -1.65588
49 H -4.21374 0.98083 -3.48702
50 H -3.86343 3.26526 -3.53694
51 H -2.14315 4.55989 -2.71740
52 H -0.38771 3.66231 -1.18269
53 H 1.45496 0.82799 -2.52007
54 Cl 2.70106 1.13994 -2.41093
55 C -0.22823 1.18136 -4.45105
56 Cl -0.60193 0.56259 -3.01756
57 H 0.03139 0.47260 -5.21667
58 H -0.20230 2.25333 -4.52676
59 C 7.25745 -0.68898 2.94972
60 C 6.58339 -1.29423 1.71238
61 C 6.52343 -2.81583 1.89378
62 C 7.44008 -0.97451 0.47776
63 C 5.18740 -0.70898 1.48840
64 C 4.86471 0.57309 1.93796
65 C 3.62440 1.16628 1.70340
66 C 2.70918 0.42819 0.99426
67 O 1.42205 0.74635 0.62816
68 B 0.95685 -0.33913 -0.14232
69 O 1.92149 -1.35598 -0.12384
70 C 3.01186 -0.84109 0.54189
71 C 4.23096 -1.43354 0.76593
72 H 8.15128 -1.26327 3.19774
73 H 6.59288 -0.70237 3.81536
74 H 7.57377 0.34069 2.77764
75 H 7.50977 -3.19211 2.16985
76 H 6.23086 -3.32676 0.97611
77 H 5.81925 -3.09416 2.68028
78 H 8.46051 -1.34100 0.61480
79 H 7.48204 0.10223 0.30569
80 H 7.02447 -1.44285 -0.41625
81 H 5.60000 1.14351 2.48740
82 H 3.39853 2.16471 2.05232
83 H 4.43005 -2.42242 0.37806

Summary:
F_max, eV/Å: 3.81
Relative energy (zero: lowest compared OMol25 entry of this formula, charge and spin), kJ/mol: 1401.1
Spin multiplicity: 3
E_tot, a.u.: -4036.5666
HOMO level (spin up / spin down), eV: -7.287 / -7.470

Mulliken population analysis, charges in e, atoms 1 to 8: 0.6509 0.0820 -0.0897 -0.8901 -0.6620 -0.4566 0.4884 0.1248

---

Entry 2:
Formula: C24H46BN3O6
Source: OMol25
Level of theory: ωB97M-V/def2-TZVPD

Atoms and positions in Å:
1 C 6.48920 -0.32044 2.62501
2 C 5.44304 0.72524 2.89641
3 O 4.88572 0.80841 3.95499
4 N 5.06445 1.62338 1.81634
5 B 6.11885 2.04419 0.92551
6 C 5.96354 2.35914 -0.60225
7 C 6.11236 1.07343 -1.38296
8 C 5.00129 0.29435 -1.70608
9 C 5.13641 -0.88159 -2.42575
10 C 6.39714 -1.29073 -2.84260
11 C 7.52590 -0.54336 -2.53385
12 C 8.89157 -0.97581 -2.99568
13 C 7.36420 0.63900 -1.80007
14 C 3.77760 1.36033 1.24097
15 C 3.17154 -0.00089 1.45682
16 O 3.21262 2.22457 0.62515
17 H 7.35854 0.07644 2.10766
18 H 6.05906 -1.12280 2.02519
19 H 6.80295 -0.72947 3.58251
20 H 7.19981 2.14505 1.42300
21 H 5.03431 2.86191 -0.86420
22 H 6.77441 3.03196 -0.88943
23 H 4.01387 0.62746 -1.40568
24 H 4.26573 -1.47650 -2.67263
25 H 6.49267 -2.20012 -3.42356
26 H 9.10597 -0.58248 -3.99058
27 H 9.65586 -0.59411 -2.31971
28 H 8.97190 -2.06055 -3.03053
29 H 8.23988 1.23505 -1.56731
30 H 2.87191 -0.07939 2.50338
31 H 3.86184 -0.80512 1.21538
32 H 2.26746 -0.05905 0.85777
33 C -3.35019 -0.51506 -1.57791
34 O -2.97200 0.27365 -2.69452
35 C -2.58040 1.59829 -2.35904
36 C -1.11152 1.81379 -2.64807
37 N -0.28216 1.04605 -1.73013
38 C 1.13797 1.03581 -2.05971
39 C 1.56321 0.34931 -3.35234
40 O 1.35755 -1.05346 -3.34725
41 C 0.08021 -1.48944 -3.77251
42 H -3.71838 -1.46451 -1.96556
43 H -2.49891 -0.71289 -0.91602
44 H -4.14020 -0.04067 -0.99969
45 H -2.80160 1.81255 -1.30932
46 H -3.16659 2.28567 -2.97656
47 H -0.87572 2.87587 -2.53246
48 H -0.94003 1.54382 -3.70017
49 H -0.61977 0.09211 -1.70915
50 H 1.65698 0.53556 -1.23868
51 H 1.49992 2.06851 -2.07341
52 H 2.64360 0.48457 -3.44944
53 H 1.09888 0.80187 -4.23619
54 H -0.34650 -0.81536 -4.51988
55 H -0.62285 -1.58300 -2.94002
56 H 0.20191 -2.47583 -4.22070
57 C -6.84978 -1.41667 5.70864
58 O -7.48940 -2.05016 4.61907
59 C -8.71564 -1.44603 4.22655
60 C -8.59906 -0.84337 2.84456
61 N -7.71748 0.31579 2.85353
62 C -7.39256 0.84197 1.53318
63 C -6.58556 -0.04485 0.59276
64 O -5.26076 -0.29117 1.02800
65 C -5.09552 -1.40387 1.88783
66 H -5.98357 -2.02160 5.97032
67 H -6.51102 -0.40562 5.45731
68 H -7.51162 -1.35882 6.57830
69 H -9.02264 -0.68778 4.95259
70 H -9.48017 -2.22791 4.20907
71 H -9.59171 -0.53031 2.50776
72 H -8.24941 -1.63601 2.16785
73 H -6.85761 0.06632 3.32559
74 H -6.82899 1.76664 1.67910
75 H -8.32581 1.11643 1.03101
76 H -6.49464 0.48882 -0.35837
77 H -7.09300 -0.99187 0.37328
78 H -5.82226 -2.19132 1.67219
79 H -5.17472 -1.12506 2.94199
80 H -4.09213 -1.79826 1.72343

Summary:
F_max, eV/Å: 1.71
Relative energy (zero: lowest compared OMol25 entry of this formula, charge and spin), kJ/mol: 0.0
Spin multiplicity: 1
E_tot, a.u.: -1582.5807
HOMO level, eV: -8.509

Mulliken population analysis, charges in e, atoms 1 to 8: -0.9788 0.4748 -0.5238 0.0620 0.3528 -1.3032 0.2017 0.0032

---

Entry 3:
Formula: C12H21B3BrClO10
Source: OMol25
Level of theory: ωB97M-V/def2-TZVPD

Atoms and positions in Å:
1 C -1.56298 2.10660 3.84379
2 C -2.31743 0.89666 2.96926
3 C -1.64595 0.94501 1.47449
4 Cl 0.23613 1.07411 1.51667
5 B -1.99027 -0.34144 0.51025
6 O -2.63781 -0.02399 -0.80719
7 B -3.76682 -0.93592 -1.07537
8 O -4.91707 -0.37010 -1.84529
9 O -3.65452 -2.33375 -0.61393
10 B -2.20265 -2.53936 -0.28951
11 C -1.37995 -3.57811 -1.26252
12 C 0.24708 -3.57894 -1.06564
13 C 0.76657 -4.42577 0.26513
14 Br 1.10901 -1.77450 -1.08607
15 O -1.65773 -1.77118 0.84666
16 H -1.17767 2.96672 3.11125
17 H -0.67334 1.57826 4.41750
18 H -2.34465 2.62073 4.55023
19 H -2.27132 -0.14285 3.50505
20 H -3.46577 1.20072 2.88454
21 H -2.07522 1.92438 0.94903
22 H -4.57843 0.51416 -2.21381
23 H -1.59382 -3.25746 -2.39200
24 H -1.79859 -4.66850 -1.02541
25 H 0.69361 -4.17253 -1.99954
26 H 1.34281 -5.39791 -0.11600
27 H 1.58723 -3.81959 0.88475
28 H -0.15662 -4.74148 0.91623
29 O 4.98483 -4.65715 -1.25384
30 C 5.36079 -3.52324 -1.00768
31 O 6.54472 -2.99321 -1.43294
32 C 6.50469 -1.60934 -1.13929
33 C 5.51292 -1.52328 -0.02484
34 O 4.65219 -2.61929 -0.26984
35 H 7.49355 -1.24660 -0.84566
36 H 6.17763 -1.06769 -2.03300
37 H 5.97713 -1.65103 0.95876
38 H 4.95572 -0.58249 -0.03540
39 O -2.92012 4.94114 1.35752
40 C -2.33637 5.12710 0.30284
41 O -2.59898 6.15724 -0.55351
42 C -1.57340 6.15276 -1.52876
43 C -1.08371 4.74114 -1.50571
44 O -1.33570 4.33096 -0.17516
45 H -1.96759 6.44086 -2.50715
46 H -0.79995 6.86869 -1.23161
47 H -1.64404 4.09302 -2.18781
48 H -0.01814 4.66648 -1.73947

Summary:
F_max, eV/Å: 4.75
Spin multiplicity: 1
E_tot, a.u.: -4331.2246
HOMO level, eV: -9.824

Mulliken population analysis, charges in e, atoms 1 to 8: -0.8247 -0.3486 0.1357 -0.2081 0.0137 -0.2569 0.4141 -0.5197

---

Entry 4:
Formula: C10H14BBrN6Pb
Source: OMol25
Level of theory: ωB97M-V/def2-TZVPD

Atoms and positions in Å:
1 C 3.24750 0.25149 0.93421
2 N 1.95747 0.26293 0.51235
3 N 1.94847 0.04702 -0.85414
4 C 3.22324 -0.10742 -1.27777
5 C 4.07357 0.00580 -0.17106
6 B 0.62148 0.12145 -1.67937
7 N -0.42054 -1.01643 -1.43017
8 N -1.09733 -1.10050 -0.22963
9 C -1.97786 -2.11789 -0.34137
10 C -1.85008 -2.70376 -1.60814
11 C -0.86458 -1.98292 -2.26689
12 Pb 0.16512 -0.18653 2.06601
13 N -0.08025 1.45608 -1.30480
14 N -0.48133 1.64884 -0.00586
15 C -1.03966 2.86761 0.05656
16 C -1.00601 3.46935 -1.22754
17 C -0.38094 2.53687 -2.06360
18 H -1.42814 3.27556 0.98058
19 H -0.13657 2.57373 -3.11238
20 H -1.37352 4.43112 -1.49869
21 H 0.90062 0.13778 -2.84212
22 H -0.45289 -2.11049 -3.25911
23 H 3.46032 -0.30121 -2.30842
24 H -2.39312 -3.55819 -1.98003
25 H 5.13796 -0.09395 -0.15791
26 H -2.65409 -2.42289 0.46097
27 H 3.54631 0.41174 1.96876
28 H -2.06723 -0.70161 3.03786
29 C -2.04395 -1.52921 3.76772
30 H -2.83268 -2.23683 3.49617
31 H -1.08915 -2.07402 3.78100
32 H -2.21698 -1.11041 4.76353
33 Br -0.39520 1.85686 3.79329

Summary:
F_max, eV/Å: 4.09
Charge: +4
Spin multiplicity: 1
E_tot, a.u.: -3507.7219
HOMO level (spin up / spin down), eV: -23.070 / -23.040

Mulliken population analysis, charges in e, atoms 1 to 8: -0.1402 -0.3815 0.3208 0.0687 -0.7188 -0.1057 0.2876 -0.2333

---

The lowest E_tot belongs to which entry?
C12H21B3BrClO10

---

Which of these has the highest F_max?
C12H21B3BrClO10

---

Which value of E_tot does entry 2 give?
-1582.5807 a.u.